(1)
This record from the Open Molecules 2025 dataset describes a cluster of 11 separate species, CH21O13 in total. The level of theory is ωB97M-V/def2-TZVPD.

* energy relative to the best compared isomer or geometry (same formula, charge and spin): 27.9 kcal per mole
* net charge: -1
* gap between HOMO and LUMO: 9.38 eV

Each line ends with the Mulliken charge.
Cartesian coordinates (Å):
C (11.269, -31.048, 12.965)  0.501
O (10.882, -29.865, 13.066)  -0.625
O (10.390, -31.998, 13.207)  -0.484
O (12.359, -31.340, 12.506)  -1.021
H (10.800, -32.795, 12.900)  0.328
O (14.289, -29.129, 10.493)  -0.650
H (14.339, -29.435, 11.405)  0.398
H (14.803, -28.292, 10.382)  0.257
O (7.334, -32.060, 13.190)  -0.697
H (7.731, -31.672, 13.984)  0.488
H (6.374, -32.091, 13.357)  0.264
O (14.251, -29.840, 13.565)  -0.734
H (13.829, -30.575, 13.133)  0.397
H (13.620, -29.625, 14.220)  0.328
O (8.846, -30.814, 15.003)  -0.858
H (9.359, -31.243, 14.358)  0.413
H (8.726, -29.992, 14.556)  0.502
O (11.356, -29.089, 16.446)  -0.680
H (11.895, -28.516, 15.882)  0.358
H (10.645, -29.419, 15.942)  0.394
O (9.022, -28.117, 14.338)  -0.672
H (9.739, -28.575, 13.893)  0.300
H (9.409, -27.688, 15.096)  0.333
O (8.382, -29.743, 12.023)  -0.680
H (7.872, -30.485, 12.270)  0.490
H (9.233, -29.824, 12.476)  0.319
O (11.597, -28.996, 10.629)  -0.718
H (11.379, -29.273, 11.496)  0.277
H (12.529, -29.243, 10.582)  0.382
O (12.675, -31.583, 9.865)  -0.568
H (13.370, -32.196, 9.560)  0.293
H (12.722, -31.706, 10.783)  0.381
O (12.163, -27.573, 14.090)  -0.573
H (12.476, -27.371, 13.221)  0.287
H (11.345, -27.075, 14.200)  0.270

=====

(2)
This record from the Open Molecules 2025 dataset describes a structure of composition CH22Na2O14. The level of theory is ωB97M-V/def2-TZVPD.

* spin multiplicity: 2
* expectation value of S²: 0.76
* net charge: +1
* gap between HOMO and LUMO (spin up / spin down): 8.12 / 4.83 eV

Each line ends with the Mulliken charge.
Cartesian coordinates (Å):
Na (1.197, 3.201, -0.766)  0.925
Na (0.344, 0.247, -3.220)  0.919
C (0.024, 0.440, 0.010)  0.064
O (0.221, 1.425, 0.765)  -0.616
O (-1.016, -0.238, 0.022)  0.468
O (0.942, 0.054, -0.751)  -0.499
O (1.306, 2.461, 3.025)  -0.611
H (1.400, 1.659, 3.538)  0.341
H (0.863, 2.183, 2.224)  0.460
O (2.969, 1.336, -2.246)  -0.591
H (3.004, 0.978, -3.133)  0.423
H (2.204, 0.920, -1.849)  0.025
O (0.998, -2.851, 0.018)  -0.591
H (0.630, -3.117, 0.860)  0.326
H (0.786, -1.920, -0.054)  0.178
O (-1.241, -1.683, -2.731)  -0.636
H (-1.049, -1.503, -1.811)  0.386
H (-2.084, -2.135, -2.717)  0.300
O (-2.910, 0.785, -1.416)  -0.608
H (-2.285, 0.378, -0.816)  0.241
H (-2.374, 1.338, -1.983)  0.261
O (2.325, -1.319, -2.739)  -0.651
H (2.697, -2.142, -2.422)  0.321
H (2.058, -0.855, -1.946)  0.468
O (-1.202, 3.822, 1.794)  -0.574
H (-0.715, 3.052, 1.500)  0.243
H (-1.986, 3.834, 1.244)  0.347
O (-0.621, -1.983, 2.310)  -0.641
H (-0.984, -1.618, 3.117)  0.322
H (-1.069, -1.507, 1.610)  0.138
O (-2.797, -2.326, 0.290)  -0.615
H (-3.254, -2.325, -0.551)  0.316
H (-2.269, -1.527, 0.278)  0.291
O (3.182, -0.611, 0.901)  -0.625
H (2.330, -0.412, 0.513)  0.221
H (3.681, -1.013, 0.190)  0.308
O (-2.110, 1.002, 2.506)  -0.633
H (-1.883, 0.474, 1.740)  0.229
H (-1.315, 1.497, 2.701)  0.367

=====

(3)
This record from the Open Molecules 2025 dataset describes a cluster of 10 separate species, CH24NO9 in total. The level of theory is ωB97M-V/def2-TZVPD.

* net charge: +1
* gap between HOMO and LUMO: 11.06 eV

Each line ends with the Mulliken charge.
Cartesian coordinates (Å):
C (2.120, -0.022, 1.511)  -0.798
N (0.905, 0.748, 1.204)  0.109
H (2.811, -0.216, 0.692)  0.298
H (2.703, 0.383, 2.389)  0.313
H (1.723, -0.994, 1.851)  0.324
H (0.868, 1.808, 1.288)  0.461
H (0.198, 0.669, 1.964)  0.193
H (0.372, 0.597, 0.342)  0.211
H (0.131, -3.342, -0.773)  0.343
H (0.149, -1.983, -1.631)  0.244
O (0.379, -2.389, -0.795)  -0.571
H (2.259, 0.496, -2.986)  0.327
H (2.575, 1.959, -2.571)  0.337
O (1.943, 1.407, -3.045)  -0.685
H (-1.252, -4.364, 0.567)  0.298
H (-2.391, -4.206, -0.372)  0.303
O (-1.485, -3.889, -0.245)  -0.606
H (-0.989, -0.065, 4.237)  0.270
H (0.051, 0.981, 4.416)  0.274
O (-0.323, 0.413, 3.730)  -0.576
H (1.532, 3.649, -0.888)  0.312
H (0.593, 2.482, -0.988)  0.356
O (1.375, 2.769, -0.522)  -0.631
H (-1.637, -0.711, -3.787)  0.317
H (-1.318, -1.673, -2.650)  0.316
O (-0.919, -0.983, -3.198)  -0.666
H (-0.564, 0.226, -2.284)  0.276
H (0.667, 0.832, -2.008)  0.403
O (-0.224, 0.848, -1.568)  -0.771
H (-2.301, -0.214, 0.898)  0.287
H (-1.890, -1.276, -0.049)  0.264
O (-1.876, -0.311, 0.034)  -0.540
H (-1.986, 2.705, 2.253)  0.276
H (-2.235, 1.879, 1.025)  0.319
O (-1.965, 1.786, 1.959)  -0.587

=====

(4)
This record from the Open Molecules 2025 dataset describes a cluster of 11 separate species, CH26NO10 in total. The level of theory is ωB97M-V/def2-TZVPD.

* energy relative to the best compared isomer or geometry (same formula, charge and spin): 0.0 kcal per mole
* net charge: +1
* gap between HOMO and LUMO: 11.57 eV

Each line ends with the Mulliken charge.
Cartesian coordinates (Å):
C (3.147, 0.157, 0.867)  -0.606
N (2.606, -1.213, 0.691)  -0.096
H (3.771, 0.258, 1.745)  0.350
H (3.644, 0.414, -0.065)  0.320
H (2.298, 0.833, 0.976)  0.180
H (1.906, -1.614, 1.344)  0.369
H (3.282, -1.942, 0.468)  0.410
H (2.020, -1.210, -0.159)  0.152
H (-1.301, -1.272, 2.383)  0.319
H (-2.205, -2.238, 3.047)  0.331
O (-1.374, -1.783, 3.204)  -0.679
H (-2.427, 1.219, -0.720)  0.302
H (-2.438, 2.419, -1.755)  0.253
O (-1.945, 1.981, -1.057)  -0.516
H (-0.287, 2.447, 1.921)  0.273
H (-0.328, 2.478, 0.437)  0.307
O (0.100, 1.999, 1.163)  -0.588
H (-0.013, -2.425, -1.624)  0.232
H (0.567, -1.084, -2.103)  0.325
O (0.815, -1.953, -1.742)  -0.512
H (0.262, 4.416, -2.236)  0.311
H (-0.884, 3.592, -1.785)  0.292
O (0.077, 3.558, -1.851)  -0.608
H (2.663, -3.483, -1.578)  0.305
H (3.254, -2.178, -2.198)  0.311
O (3.284, -2.766, -1.442)  -0.666
H (0.082, -2.614, 2.360)  0.393
H (0.063, -3.390, 1.018)  0.235
O (0.535, -2.705, 1.498)  -0.653
H (-0.228, 1.212, -1.932)  0.379
H (0.279, 1.062, -3.352)  0.287
O (-0.016, 0.554, -2.598)  -0.689
H (-2.869, 0.404, 1.150)  0.407
H (-3.460, -0.948, 0.559)  0.276
O (-2.687, -0.520, 0.925)  -0.633
H (-3.600, 2.640, 0.544)  0.306
H (-4.588, 1.934, 1.329)  0.295
O (-4.008, 1.761, 0.569)  -0.674

=====

(5)
This record from the Open Molecules 2025 dataset describes a cluster of 14 separate species, CH27O16 in total. The level of theory is ωB97M-V/def2-TZVPD.

* energy relative to the best compared isomer or geometry (same formula, charge and spin): 52.4 kcal per mole
* net charge: -1
* gap between HOMO and LUMO: 10.40 eV

Each line ends with the Mulliken charge.
Cartesian coordinates (Å):
C (30.738, 35.568, 32.828)  0.291
O (30.361, 35.622, 31.643)  -0.467
O (32.061, 35.752, 33.130)  -0.189
O (29.969, 35.453, 33.756)  -0.384
H (32.577, 35.750, 32.312)  0.284
O (29.597, 32.406, 32.916)  -0.615
H (29.701, 33.334, 32.801)  0.236
H (28.839, 32.226, 32.429)  0.262
O (33.489, 38.813, 32.598)  -0.640
H (33.997, 38.136, 32.954)  0.388
H (32.607, 38.770, 32.863)  0.272
O (30.137, 32.902, 35.732)  -0.672
H (30.657, 33.680, 35.500)  0.371
H (29.611, 32.720, 35.028)  0.316
O (28.504, 37.650, 33.988)  -0.691
H (27.640, 37.388, 33.599)  0.289
H (29.076, 36.842, 33.779)  0.272
O (35.479, 37.329, 30.894)  -0.718
H (34.926, 36.625, 30.692)  0.452
H (34.761, 38.070, 31.077)  0.349
O (32.562, 34.812, 36.317)  -0.653
H (32.140, 35.599, 35.979)  0.346
H (32.827, 34.241, 35.630)  0.315
O (31.238, 37.311, 36.112)  -0.584
H (30.505, 37.085, 35.553)  0.317
H (31.271, 37.779, 36.781)  0.134
O (34.685, 36.937, 34.198)  -0.682
H (35.575, 36.747, 33.801)  0.336
H (34.068, 36.302, 34.081)  0.330
O (29.458, 33.683, 30.100)  -0.688
H (28.633, 33.572, 30.381)  0.303
H (29.760, 34.436, 30.575)  0.370
O (31.403, 37.552, 30.047)  -0.757
H (30.990, 36.828, 30.582)  0.180
H (31.070, 38.324, 30.572)  0.353
O (27.467, 34.537, 34.480)  -0.734
H (28.419, 34.818, 34.308)  0.383
H (26.993, 35.101, 33.798)  0.309
O (33.456, 35.680, 30.501)  -0.813
H (33.519, 35.024, 29.683)  0.319
H (32.661, 36.225, 30.251)  0.447
O (28.360, 36.977, 30.666)  -0.679
H (29.002, 36.148, 30.965)  0.428
H (28.203, 36.701, 29.690)  0.314

=====

(6)
This record from the Open Molecules 2025 dataset describes a cluster of 13 separate species, CH29O13 in total. The level of theory is ωB97M-V/def2-TZVPD.

* energy relative to the best compared isomer or geometry (same formula, charge and spin): 0.0 kcal per mole
* net charge: +1
* gap between HOMO and LUMO: 8.82 eV

Each line ends with the Mulliken charge.
Cartesian coordinates (Å):
O (-24.465, 28.928, 32.114)  -0.269
H (-23.773, 28.400, 32.519)  0.394
H (-24.152, 29.469, 31.386)  0.460
H (-25.241, 28.463, 31.794)  0.214
O (-25.444, 26.665, 28.806)  -0.313
H (-24.745, 27.270, 28.547)  0.384
H (-26.006, 27.033, 29.491)  0.333
H (-25.144, 25.779, 29.024)  0.448
C (-27.106, 26.744, 31.977)  -0.546
O (-26.666, 27.662, 31.033)  -0.147
H (-26.651, 26.880, 32.958)  0.049
H (-28.176, 26.912, 32.102)  0.109
H (-26.928, 25.692, 31.753)  0.175
O (-29.594, 27.641, 34.196)  -0.713
H (-29.565, 26.880, 34.775)  0.356
H (-28.724, 27.673, 33.798)  0.207
O (-26.347, 30.625, 30.584)  -0.644
H (-26.498, 29.707, 30.807)  0.149
H (-26.007, 30.603, 29.690)  0.332
O (-31.714, 27.000, 32.586)  -0.645
H (-32.317, 27.603, 33.019)  0.309
H (-30.854, 27.225, 32.940)  0.434
O (-30.618, 25.065, 30.464)  -0.617
H (-31.162, 25.754, 30.846)  0.324
H (-29.871, 25.529, 30.087)  0.284
O (-25.064, 23.634, 32.250)  -0.628
H (-24.268, 23.152, 32.026)  0.286
H (-25.751, 23.220, 31.727)  0.340
O (-28.652, 29.128, 29.468)  -0.628
H (-28.262, 28.582, 30.150)  0.242
H (-29.595, 29.073, 29.626)  0.302
O (-26.739, 29.734, 33.965)  -0.558
H (-26.899, 29.197, 34.741)  0.273
H (-27.544, 29.660, 33.452)  0.305
O (-23.862, 25.834, 30.658)  -0.609
H (-23.018, 25.779, 31.105)  0.283
H (-24.443, 25.272, 31.171)  0.352
O (-24.332, 27.919, 35.156)  -0.591
H (-24.139, 27.133, 34.644)  0.295
H (-25.243, 27.810, 35.428)  0.289
O (-26.844, 23.599, 34.639)  -0.610
H (-27.490, 23.194, 34.061)  0.332
H (-26.339, 24.178, 34.067)  0.255

=====

(7)
This record from the Open Molecules 2025 dataset describes the molecule CH2BNO. The level of theory is ωB97M-V/def2-TZVPD.

* energy relative to the best compared isomer or geometry (same formula, charge and spin): 12.1 kcal per mole
* structure (SMILES): N#CBO
* net charge: 0
* gap between HOMO and LUMO: 11.92 eV

Each line ends with the Mulliken charge.
Cartesian coordinates (Å):
N (-1.322, -0.484, -2.001)  -0.404
C (-0.746, -0.285, -1.034)  0.246
B (-0.051, -0.135, 0.365)  0.330
O (1.090, 0.522, 0.405)  -0.475
H (-0.788, -0.269, 1.187)  -0.048
H (1.816, 0.652, 1.078)  0.351

=====

(8)
This record from the Open Molecules 2025 dataset describes a cluster of 2 separate species, CH2BrCl2 in total. The level of theory is ωB97M-V/def2-TZVPD.

* energy relative to the best compared isomer or geometry (same formula, charge and spin): 4.3 kcal per mole
* net charge: -1
* gap between HOMO and LUMO: 6.91 eV

Each line ends with the Mulliken charge.
Cartesian coordinates (Å):
Br (2.526, 0.420, -1.948)  -0.933
C (-0.462, -0.173, 0.279)  -0.125
Cl (-0.465, 1.631, 0.318)  -0.142
Cl (-0.745, -0.836, 1.918)  -0.198
H (-1.284, -0.445, -0.383)  0.227
H (0.429, -0.597, -0.183)  0.170

=====

(9)
This record from the Open Molecules 2025 dataset describes a cluster of 2 separate species, CH2BrNO in total. The level of theory is ωB97M-V/def2-TZVPD.

* energy relative to the best compared isomer or geometry (same formula, charge and spin): 58.8 kcal per mole
* net charge: 0
* gap between HOMO and LUMO (spin up / spin down): 9.39 / 9.39 eV

Each line ends with the Mulliken charge.
Cartesian coordinates (Å):
C (0.121, -0.946, -0.079)  0.476
N (-0.464, 1.008, -0.392)  -0.607
O (-0.423, -1.836, -0.565)  -0.287
Br (1.710, -0.846, 0.868)  -0.057
H (0.367, 1.527, -0.068)  0.239
H (-1.312, 1.093, 0.237)  0.236

=====

(10)
This record from the Open Molecules 2025 dataset describes a cluster of 3 separate species, CH2BrNO4 in total. The level of theory is ωB97M-V/def2-TZVPD.

* energy relative to the best compared isomer or geometry (same formula, charge and spin): 0.0 kcal per mole
* structure (SMILES): O=C=O.O=NO.Br
* net charge: 0
* gap between HOMO and LUMO: 10.58 eV

Each line ends with the Mulliken charge.
Cartesian coordinates (Å):
O (-1.753, -2.260, -0.324)  -0.361
C (-2.571, -2.012, 0.440)  0.680
O (-3.371, -1.772, 1.216)  -0.323
O (0.963, 3.768, 0.244)  -0.297
N (1.408, 2.686, 0.424)  0.226
O (1.545, 1.940, -0.734)  -0.290
H (1.911, 1.078, -0.474)  0.356
Br (1.530, -1.485, -0.106)  -0.271
H (0.340, -1.942, -0.687)  0.279